[1]
A single C5H8FN molecule. Source: the Open Molecules 2025 dataset; level of theory: ωB97M-V/def2-TZVPD.

Output
LUMO, eV: 1.06
SMILES: FC1[C@H]2CNC[C@H]12
Maximum force, eV/Å: 6.4
Orbital gap, eV: 9.98

```
15
C5H8FN, DFT ωB97M-V/def2-TZVPD
C 0.596 -1.594 -0.870
C -0.268 -0.402 -0.629
C -1.440 0.237 0.000
C 0.902 0.980 0.634
C 0.766 -0.526 0.268
H 0.598 -2.554 -0.342
H -0.190 0.144 -1.583
H -2.019 -0.419 0.628
H -2.050 0.865 -0.899
H -0.820 2.302 1.127
H 1.499 1.477 -0.133
H 1.273 0.973 1.669
H 0.518 -1.012 1.245
N -0.548 1.163 0.965
F 1.183 -1.635 -2.079
```

natural (NBO) atomic charge list, values in e, 2 entries: C 0.269; C -0.333

---

[2]
2 unconnected molecules or ions with the total composition C12H18N2Si. Source: the Open Molecules 2025 dataset; level of theory: ωB97M-V/def2-TZVPD.

Output
LUMO (alpha / beta), eV: 0.87 / -2.36
Expectation value of S²: 2.03
2S+1: 3
Maximum force, eV/Å: 5.0
Orbital gap (alpha / beta), eV: 6.17 / 5.91

```
33
C12H18N2Si, DFT ωB97M-V/def2-TZVPD
C -1.732 -2.008 0.112
C -1.577 -1.139 1.137
C -2.163 -0.002 -0.625
C -2.415 1.141 -1.370
C -2.306 2.360 -0.777
C -2.075 2.472 0.573
C -2.025 1.354 1.358
C -1.492 -3.470 0.075
C 1.255 2.139 -0.320
C 1.893 -1.190 0.897
C 4.056 0.696 -0.344
C 1.762 -1.333 -0.728
N -2.003 -1.265 -1.057
N -1.912 0.110 0.740
Si 2.223 0.423 -0.199
H -2.636 1.143 -2.458
H -2.642 3.255 -1.248
H -1.936 3.485 0.981
H -2.163 1.260 2.477
H -2.206 -3.905 -0.715
H -0.568 -3.771 -0.197
H -1.777 -3.893 0.964
H 0.578 2.283 -1.126
H 0.519 2.247 0.590
H 1.982 2.832 -0.518
H 1.129 -1.176 1.630
H -1.156 -1.320 2.201
H 2.799 -1.684 1.159
H 4.507 1.084 0.612
H 4.759 -0.150 -0.741
H 4.196 1.613 -1.031
H 2.433 -2.036 -1.194
H 0.694 -1.554 -0.858
```

natural (NBO) atomic charge list, values in e, 2 entries: C 0.074; C 0.014

---

[3]
A molecular structure, C30H45F5LuOP2. Source: the Open Molecules 2025 dataset; level of theory: ωB97M-V/def2-TZVPD.

Output
LUMO (alpha / beta), eV: -3.97 / -5.26
Maximum force, eV/Å: 8.2
Orbital gap (alpha / beta), eV: 5.56 / 4.05
Total charge: +1

```
84
C30H45F5LuOP2, DFT ωB97M-V/def2-TZVPD
Lu 0.344 2.153 0.149
C 1.949 0.464 -2.021
C 2.380 1.604 -1.281
C 2.351 -0.211 0.136
C 2.012 -0.659 -1.162
C 2.673 1.172 0.062
C 1.712 0.446 -3.477
H 1.271 1.392 -3.813
H 1.024 -0.362 -3.749
H 2.638 0.300 -4.058
C 1.940 -2.080 -1.542
H 1.655 -2.227 -2.590
H 1.224 -2.609 -0.892
H 2.916 -2.575 -1.391
C 2.601 -1.109 1.286
H 3.579 -1.607 1.195
H 1.840 -1.895 1.335
H 2.603 -0.546 2.225
C 3.241 2.019 1.151
H 4.199 2.458 0.836
H 3.450 1.411 2.040
H 2.587 2.864 1.459
C 2.756 2.893 -1.911
H 3.699 2.778 -2.475
H 2.917 3.695 -1.177
H 1.994 3.216 -2.635
C -1.826 2.259 -0.638
C -0.941 2.681 -1.646
C -0.833 4.145 -2.029
C 0.030 5.045 -1.085
C 0.497 4.393 0.202
C -0.401 4.011 1.198
C -1.900 4.230 1.096
C -2.676 3.247 0.143
H -1.839 4.598 -2.118
H -0.529 5.976 -0.859
H -0.394 4.213 -3.043
H -3.319 3.853 -0.530
H -2.252 1.243 -0.668
H -0.663 1.984 -2.449
H -3.384 2.673 0.772
H -2.338 4.117 2.110
H -0.032 3.874 2.227
H -2.115 5.277 0.793
H 0.925 5.374 -1.649
H 1.522 4.658 0.488
P -1.787 -1.354 -1.865
C -1.270 -2.885 -2.709
H -2.123 -3.396 -3.177
H -0.765 -3.541 -1.983
H -0.520 -2.617 -3.476
C -3.040 -1.885 -0.639
H -3.856 -2.434 -1.128
H -3.441 -0.984 -0.142
H -2.535 -2.495 0.124
C -2.842 -0.560 -3.132
H -3.304 0.338 -2.687
H -3.608 -1.265 -3.495
H -2.186 -0.228 -3.953
P -0.607 0.625 2.548
C 0.452 1.225 3.940
H -0.148 1.328 4.858
H 0.895 2.198 3.682
H 1.275 0.509 4.094
C -2.307 0.994 3.138
H -2.499 2.073 3.048
H -2.441 0.665 4.184
H -3.031 0.470 2.495
C -0.533 -1.161 2.906
H -1.137 -1.412 3.798
H 0.508 -1.469 3.089
H -0.868 -1.750 2.037
F 0.326 -8.671 1.714
C 0.289 -7.347 1.458
C 0.485 -6.872 0.166
F 0.728 -7.746 -0.838
C 0.434 -5.528 -0.087
F 0.694 -5.084 -1.341
C 0.116 -4.559 0.917
O -0.023 -3.325 0.670
C -0.044 -5.097 2.241
F -0.297 -4.238 3.256
C 0.042 -6.449 2.504
F -0.120 -6.907 3.767
```

Löwdin atomic charge list, values in e, 2 entries: Lu 1.519; C -0.249

---

[4]
37 unconnected molecules or ions with the total composition H74O37. Source: the Open Molecules 2025 dataset; level of theory: ωB97M-V/def2-TZVPD.

Output
LUMO, eV: -0.74
Maximum force, eV/Å: 1.3
Orbital gap, eV: 8.40

```
111
H74O37, DFT ωB97M-V/def2-TZVPD
O -1.901 3.255 -3.162
H -1.809 3.062 -4.095
H -1.283 2.665 -2.732
O -0.591 -0.765 -4.703
H -0.816 -1.598 -5.117
H 0.358 -0.803 -4.587
O 4.300 2.566 -2.444
H 5.112 2.937 -2.099
H 4.198 1.736 -1.978
O -4.889 0.390 3.502
H -4.686 0.821 4.332
H -4.078 0.447 2.996
O -1.070 2.088 3.882
H -0.655 2.559 4.605
H -0.380 2.004 3.223
O 3.756 -0.305 1.763
H 3.832 -1.045 2.365
H 3.376 0.397 2.291
O -3.747 -1.802 0.403
H -4.376 -2.096 1.062
H -4.206 -1.908 -0.430
O 1.914 -0.697 -3.623
H 2.794 -0.963 -3.356
H 2.030 0.173 -4.003
O 1.965 1.993 -4.043
H 1.520 2.458 -4.751
H 2.778 2.480 -3.910
O -3.513 3.811 2.491
H -3.755 3.767 1.566
H -2.722 3.276 2.557
O -1.864 -5.033 2.465
H -1.427 -4.618 1.722
H -2.476 -4.369 2.785
O -1.731 0.263 -2.591
H -1.259 0.761 -1.923
H -1.068 0.059 -3.251
O -1.808 -2.390 -2.400
H -2.706 -2.716 -2.464
H -1.904 -1.457 -2.211
O 2.211 -2.818 0.988
H 1.736 -3.247 0.276
H 2.504 -1.987 0.615
O 3.886 0.458 -1.002
H 4.002 -0.375 -1.457
H 3.864 0.224 -0.074
O -4.985 0.651 -2.939
H -4.034 0.693 -2.832
H -5.127 -0.087 -3.532
O 2.898 1.323 3.745
H 3.414 1.415 4.546
H 2.140 0.801 4.006
O 2.381 2.704 0.005
H 3.000 2.121 -0.433
H 2.700 3.585 -0.191
O 0.358 5.027 -3.022
H -0.028 5.133 -3.892
H -0.057 4.241 -2.669
O -3.486 -2.683 3.577
H -2.671 -2.278 3.278
H -3.437 -2.644 4.532
O 0.792 -1.910 -1.555
H -0.133 -1.962 -1.796
H 1.222 -1.552 -2.332
O 0.318 2.256 -1.771
H 0.872 1.847 -2.435
H 0.920 2.483 -1.062
O -4.209 3.290 -0.100
H -3.385 3.740 -0.287
H -4.842 3.691 -0.695
O 0.656 0.281 5.029
H 0.427 1.158 5.335
H 0.809 -0.221 5.829
O -1.998 4.882 0.381
H -1.245 5.381 0.066
H -1.928 4.919 1.335
O -1.341 -0.747 3.435
H -0.486 -1.069 3.152
H -1.141 -0.016 4.019
O -1.166 -2.813 0.954
H -1.973 -2.532 0.523
H -0.618 -2.028 0.972
O 5.690 -1.907 0.327
H 4.781 -1.716 0.557
H 6.207 -1.413 0.963
O 3.958 -4.921 0.861
H 3.433 -4.158 1.104
H 3.459 -5.670 1.186
O -5.708 1.182 0.979
H -4.980 1.749 0.724
H -5.437 0.806 1.816
O 4.203 -1.789 -2.483
H 4.855 -1.609 -3.160
H 4.350 -2.704 -2.244
O 0.239 -0.168 0.722
H 0.692 -0.616 0.008
H -0.177 0.587 0.306
O 2.277 4.156 2.530
H 3.207 4.147 2.305
H 1.894 3.459 1.997
O -1.122 -3.711 -4.634
H -1.958 -4.163 -4.521
H -1.110 -3.051 -3.941
O 1.287 -2.705 3.474
H 2.103 -2.298 3.764
H 1.495 -3.074 2.615
O -2.944 0.639 1.324
H -3.334 -0.123 0.895
H -2.109 0.320 1.667
O 1.312 -4.876 -1.736
H 2.260 -5.004 -1.779
H 1.148 -4.110 -2.286
```

Löwdin atomic charge list, values in e, 2 entries: O -0.040; H 0.047

---

[5]
2 unconnected molecules or ions with the total composition C3H11N2O. Source: the Open Molecules 2025 dataset; level of theory: ωB97M-V/def2-TZVPD.

Output
LUMO, eV: -3.72
Maximum force, eV/Å: 2.2
Orbital gap, eV: 10.01
Total charge: +1

```
17
C3H11N2O, DFT ωB97M-V/def2-TZVPD
C -1.012 0.626 -1.209
C -0.044 0.363 -0.058
N -0.882 0.069 1.185
C -0.729 -1.046 1.874
N -1.611 -1.595 2.704
H -1.009 -0.168 -1.975
H -2.059 0.675 -0.842
H -1.000 1.573 -1.737
H 0.445 -0.610 -0.202
H 0.633 1.133 0.269
H -1.878 0.339 1.118
H 0.271 -1.432 1.867
H -2.579 -1.261 2.564
H -1.270 -2.433 3.229
H 4.363 1.982 -2.591
H 4.408 0.652 -3.444
O 3.953 1.132 -2.753
```

natural (NBO) atomic charge list, values in e, 2 entries: C -0.647; C -0.201

---

[6]
2 unconnected molecules or ions with the total composition C4H15N3. Source: the Open Molecules 2025 dataset; level of theory: ωB97M-V/def2-TZVPD.

Output
LUMO, eV: 0.90
SMILES: CCN(C)C.NN
Maximum force, eV/Å: 3.4
Orbital gap, eV: 9.02

```
22
C4H15N3, DFT ωB97M-V/def2-TZVPD
C 0.245 0.000 -1.393
C -1.704 -1.263 -0.450
C -1.554 1.079 0.008
C 1.384 0.972 -1.155
N -0.781 -0.154 -0.183
H -0.359 0.306 -2.252
H 0.666 -0.991 -1.584
H -2.430 -1.376 0.364
H -2.298 0.966 0.805
H -1.150 -2.205 -0.503
H -2.258 -1.123 -1.386
H -2.088 1.372 -0.904
H -0.907 1.910 0.302
H 1.065 1.905 -0.677
H 2.157 0.534 -0.518
H 1.857 1.237 -2.107
N 1.687 -0.222 2.566
N 1.315 -1.181 1.563
H 1.589 0.742 2.221
H 1.062 -0.295 3.369
H 2.113 -1.346 0.944
H 0.390 -0.868 0.971
```

natural (NBO) atomic charge list, values in e, 2 entries: C -0.217; C -0.420

---

[7]
2 unconnected molecules or ions with the total composition C26H25F4N2O. Source: the Open Molecules 2025 dataset; level of theory: ωB97M-V/def2-TZVPD.

Output
LUMO, eV: -7.06
Maximum force, eV/Å: 2.6
Orbital gap, eV: 4.24
Total charge: +1

```
58
C26H25F4N2O, DFT ωB97M-V/def2-TZVPD
F -3.105 2.329 1.380
C -2.842 0.997 1.615
C -3.929 0.122 1.690
C -3.619 -1.224 1.907
F -4.643 -2.143 1.878
C -2.338 -1.668 2.177
C -1.253 -0.738 2.228
C 0.000 -1.219 2.707
C 1.263 -0.641 2.386
C 2.276 -1.579 2.037
C 3.512 -1.127 1.617
F 4.488 -2.052 1.315
C 3.826 0.227 1.506
C 2.833 1.133 1.888
F 3.144 2.476 1.854
C 1.571 0.751 2.340
C -1.521 0.602 1.793
H -4.951 0.470 1.579
H -2.146 -2.723 2.380
H 0.025 -2.269 3.011
H 2.051 -2.646 2.079
H 4.810 0.556 1.181
H 0.859 1.511 2.670
H -0.717 1.320 1.639
C -1.996 -0.792 8.317
N -0.746 -1.036 7.630
C -0.637 -1.081 6.178
C -1.452 -2.250 5.613
C -1.084 0.236 5.525
N 0.793 -1.273 6.011
C 1.377 -1.883 7.164
C 2.770 -1.399 7.571
C 3.836 -1.630 6.531
C 4.419 -2.897 6.398
C 5.379 -3.114 5.407
C 5.757 -2.067 4.561
C 5.221 -0.787 4.738
C 4.258 -0.570 5.721
C 0.342 -1.575 8.265
O 0.484 -1.745 9.471
H -1.886 -1.125 9.348
H -2.234 0.279 8.307
H -2.813 -1.336 7.824
H -1.139 -3.191 6.089
H -2.519 -2.089 5.812
H -1.316 -2.322 4.529
H -0.558 1.070 6.007
H -0.821 0.220 4.459
H -2.172 0.352 5.623
H 1.136 -1.529 5.095
H 1.420 -2.991 7.058
H 2.702 -0.329 7.804
H 2.999 -1.949 8.495
H 4.112 -3.699 7.077
H 5.829 -4.104 5.295
H 6.479 -2.242 3.763
H 5.544 0.043 4.107
H 3.819 0.422 5.872
```

natural (NBO) atomic charge list, values in e, 2 entries: F -0.297; C 0.405

---

[8]
A molecular structure, C46H40FeN9S6. Source: the Open Molecules 2025 dataset; level of theory: ωB97M-V/def2-TZVPD.

Output
LUMO (alpha / beta), eV: -2.61 / -2.62
Expectation value of S²: 6.01
2S+1: 5
Maximum force, eV/Å: 0.6
Orbital gap (alpha / beta), eV: 5.65 / 5.62
Total charge: +1

```
102
C46H40FeN9S6, DFT ωB97M-V/def2-TZVPD
Fe -0.521 -0.399 0.739
S 1.073 1.172 1.319
C -0.091 2.069 0.203
N -1.438 1.639 0.396
C -2.292 2.676 0.627
C -3.671 2.564 0.831
C -4.446 3.702 1.018
C -3.878 4.967 1.021
C -2.502 5.097 0.845
C -1.733 3.972 0.653
S 0.010 3.890 0.463
H -4.125 1.585 0.883
H -5.509 3.593 1.186
H -4.489 5.842 1.188
H -2.040 6.075 0.872
N 0.343 1.642 -1.178
S 0.277 2.407 -2.453
N 0.106 1.418 -3.706
S 0.820 0.033 -3.848
N 0.108 -1.246 -3.376
S 0.302 -2.158 -1.999
N 0.294 -1.570 -0.679
C -0.981 -3.348 -2.354
C -1.876 -3.584 -1.325
C -2.894 -4.510 -1.524
C -2.992 -5.186 -2.728
C -2.070 -4.955 -3.743
C -1.054 -4.033 -3.559
C 1.808 -3.064 -2.309
C 2.397 -3.587 -1.165
C 3.586 -4.289 -1.280
C 4.179 -4.454 -2.523
C 3.582 -3.925 -3.658
C 2.388 -3.227 -3.557
C 0.824 -0.105 -5.616
C 0.528 -1.325 -6.206
C 0.570 -1.427 -7.589
C 0.908 -0.323 -8.357
C 1.191 0.895 -7.754
C 1.141 1.015 -6.375
C 2.519 0.101 -3.324
C 2.788 0.000 -1.960
C 4.110 0.041 -1.548
C 5.133 0.186 -2.473
C 4.846 0.293 -3.826
C 3.532 0.250 -4.265
C -1.048 3.546 -2.740
C -2.316 2.992 -2.858
C -3.407 3.835 -2.968
C -3.224 5.210 -2.961
C -1.951 5.749 -2.841
C -0.850 4.919 -2.714
C 1.753 3.322 -2.807
C 1.934 3.962 -4.029
C 3.133 4.609 -4.268
C 4.129 4.603 -3.294
C 3.931 3.962 -2.083
C 2.731 3.310 -1.828
H -1.771 -3.053 -0.389
H -3.599 -4.708 -0.728
H -3.781 -5.910 -2.876
H -2.140 -5.500 -4.673
H -0.320 -3.869 -4.334
H 1.940 -3.414 -0.202
H 4.056 -4.695 -0.395
H 5.112 -4.993 -2.608
H 4.050 -4.045 -4.625
H 1.940 -2.797 -4.442
H 0.225 -2.161 -5.598
H 0.328 -2.367 -8.063
H 0.938 -0.408 -9.434
H 1.441 1.756 -8.356
H 1.345 1.959 -5.892
H 1.998 -0.089 -1.227
H 4.328 -0.033 -0.492
H 6.160 0.216 -2.139
H 5.644 0.404 -4.545
H 3.313 0.318 -5.319
H -2.440 1.917 -2.869
H -4.403 3.424 -3.051
H -4.080 5.865 -3.031
H -1.816 6.821 -2.823
H 0.136 5.336 -2.578
H 1.141 3.975 -4.766
H 3.292 5.123 -5.205
H 5.064 5.110 -3.486
H 4.707 3.966 -1.331
H 2.557 2.789 -0.895
C -5.564 0.205 -1.702
C -5.092 -0.363 -0.421
N -5.827 -0.671 0.601
N -4.939 -1.101 1.542
C -3.668 -1.083 1.125
S -2.299 -1.527 2.008
N -3.765 -0.611 -0.152
N -2.668 -0.411 -0.977
H -6.631 0.397 -1.629
H -5.386 -0.482 -2.530
H -5.045 1.142 -1.909
H -5.254 -1.358 2.464
H -2.333 0.562 -0.860
H -2.882 -0.687 -1.926
```

Löwdin atomic charge list, values in e, 2 entries: Fe 0.332; S 0.495

---

[9]
A single C6H12OSSi molecule. Source: the Open Molecules 2025 dataset; level of theory: ωB97M-V/def2-TZVPD.

Output
LUMO (alpha / beta), eV: 0.68 / -2.80
Expectation value of S²: 2.01
2S+1: 3
Maximum force, eV/Å: 3.2
Orbital gap (alpha / beta), eV: 7.90 / 5.42

```
21
C6H12OSSi, DFT ωB97M-V/def2-TZVPD
C -1.210 -0.032 -0.167
C -1.381 -0.788 0.898
C -2.307 0.141 -1.192
C -1.898 -1.957 1.501
C 2.131 2.296 -0.060
C 2.155 -0.643 -0.755
O -0.206 0.811 -0.434
Si 1.272 0.724 0.353
S 1.199 0.336 2.390
H -2.493 1.244 -1.276
H -3.171 -0.530 -0.745
H -1.869 -0.300 -2.095
H -1.205 -2.718 1.488
H -2.636 -2.243 0.725
H -2.310 -1.787 2.558
H 2.569 2.254 -1.067
H 1.472 3.150 0.028
H 3.119 2.560 0.509
H 1.463 -1.496 -0.558
H 2.173 -0.262 -1.807
H 3.132 -0.759 -0.296
```

natural (NBO) atomic charge list, values in e, 2 entries: C 0.220; C 0.004

---

[10]
A gas-phase ion, C7H10 (charge +1). Source: the Open Molecules 2025 dataset; level of theory: ωB97M-V/def2-TZVPD.

Output
LUMO (alpha / beta), eV: -6.11 / -7.19
Expectation value of S²: 0.84
2S+1: 2
Maximum force, eV/Å: 4.2
Orbital gap (alpha / beta), eV: 7.52 / 6.19
Total charge: +1

```
17
C7H10, DFT ωB97M-V/def2-TZVPD
C -0.152 -1.925 -0.485
C 0.651 -2.642 -1.267
C -0.582 0.055 -1.937
C -0.474 -0.497 -0.696
C -0.328 0.139 0.652
C -0.109 1.487 0.690
C 0.247 2.271 1.964
H -0.373 -2.230 0.621
H 1.577 -3.010 -0.913
H 0.298 -3.066 -2.204
H -0.509 -0.601 -2.809
H -0.642 1.123 -2.029
H -0.016 -0.474 1.524
H -0.634 2.018 -0.073
H -0.150 1.701 2.838
H -0.145 3.296 2.083
H 1.341 2.356 2.041
```

natural (NBO) atomic charge list, values in e, 2 entries: C -0.028; C -0.170